A single C4H6N2 molecule at a distorted geometry, computed with wB97M-V/def2-TZVPD.

Each line ends with the natural charge from an NBO analysis.
CARTESIAN COORDINATES (ANGSTROEM)
C1 0.2973 2.1417 0.0709  -0.085
N1 -0.4150 1.1385 -0.1990  -0.382
C2 -0.1345 -0.1425 0.0870  -0.061
C3 -1.2376 -1.1657 0.0575  -0.617
C4 1.1878 -0.4496 0.2495  0.419
N2 2.3292 -0.7625 -0.0503  -0.654
H1 -0.0595 3.1152 -0.1337  0.171
H2 1.3044 2.0642 0.4719  0.137
H3 -2.1804 -1.0845 0.6621  0.230
H4 -0.6742 -2.1215 0.1931  0.216
H5 -1.5753 -1.2486 -0.9843  0.221
H6 2.8304 -0.8092 -0.9516  0.405

Values from the calculation:
- SMILES = C=NC(C)=C=N
- LUMO level (eV) = 0.65
- HOMO-LUMO gap (eV) = 8.56
- total charge = 0



A single C4H6N2 molecule at a distorted geometry, computed with wB97M-V/def2-TZVPD.

Each line ends with the natural charge from an NBO analysis.
CARTESIAN COORDINATES (ANGSTROEM)
C1 -1.7070 -0.1951 0.0175  -0.644
C2 -0.2240 -0.0966 -0.0455  0.140
C3 0.8009 -0.9969 0.1488  -0.341
C4 1.9888 -0.2070 -0.0177  -0.125
N1 1.6742 1.0399 -0.3544  -0.247
N2 0.3590 1.0922 -0.3393  -0.338
H1 -2.1101 0.4957 0.7688  0.223
H2 -2.1466 0.0629 -0.9503  0.224
H3 -2.0119 -1.2064 0.2863  0.232
H4 0.6449 -2.0590 0.3342  0.231
H5 2.8163 0.0995 0.6017  0.243
H6 -0.0490 2.0027 -0.4404  0.402

Values from the calculation:
- SMILES = Cc1ccn[nH]1
- LUMO level (eV) = 0.93
- HOMO-LUMO gap (eV) = 9.98
- total charge = 0



A single C4H6N2 molecule at a distorted geometry, computed with wB97M-V/def2-TZVPD.

Each line ends with the natural charge from an NBO analysis.
CARTESIAN COORDINATES (ANGSTROEM)
C1 -2.7684 0.2993 0.0788  -0.287
C2 -1.6866 -0.2685 0.0535  -0.063
C3 2.1348 -0.4440 0.0355  -0.358
C4 -0.3844 -0.9277 -0.0087  -0.226
N1 0.7421 -0.1552 -0.0964  -0.060
N2 0.4958 1.2525 -0.2098  -0.656
H1 -3.8421 0.4059 0.0372  0.248
H2 2.3606 -1.4379 0.2413  0.184
H3 2.8467 0.2305 -0.2190  0.200
H4 -0.1641 -1.9986 -0.1818  0.229
H5 0.8239 1.5817 0.7336  0.378
H6 -0.5584 1.4619 -0.4641  0.411

Values from the calculation:
- LUMO level (alpha / beta) (eV) = 0.42 / 0.40
- HOMO-LUMO gap (alpha / beta) (eV) = 7.43 / 7.45
- total charge = 0



A single C4H6N2 molecule at a distorted geometry, computed with wB97M-V/def2-TZVPD.

Each line ends with the natural charge from an NBO analysis.
CARTESIAN COORDINATES (ANGSTROEM)
N1 -0.3705 -0.5471 -1.3414  -0.574
C1 -1.1440 0.5313 -1.2465  0.147
C2 -0.9563 0.9636 0.2172  -0.545
C3 0.1082 0.0743 0.8289  -0.109
C4 0.5005 -0.9187 -0.1611  0.020
N2 1.3970 0.1960 0.1229  -0.599
H1 -0.6376 2.0126 0.2564  0.245
H2 -1.9090 0.8997 0.7569  0.234
H3 0.0788 -0.1787 1.8795  0.208
H4 -0.0743 -1.0447 -2.1657  0.399
H5 0.8312 -1.9386 0.1222  0.214
H6 2.1761 -0.0497 0.7306  0.359

Values from the calculation:
- LUMO level (eV) = 0.88
- HOMO-LUMO gap (eV) = 9.15
- total charge = 0